Record 1
The following is a DFT calculation (the ωB97M-V functional and the def2-TZVPD basis) of a cluster of 2 separate species, C4H12N3 in total.

Geometry (Å):
C  -1.87950  -0.04376  -0.39316
C  1.26745  0.72378  1.35997
C  1.51862  -1.33082  -0.74917
C  0.58776  0.49692  0.04329
N  -3.01056  -0.69743  -0.04632
N  0.65662  1.47341  -0.92243
N  -0.76432  0.06676  0.35595
H  -1.76501  0.27933  -1.48987
H  0.59065  1.21270  2.14210
H  1.76094  -0.18015  1.69729
H  2.12657  1.45807  1.26861
H  1.80518  -1.85625  0.20397
H  2.37733  -1.23403  -1.40393
H  0.65691  -1.82343  -1.15446
H  -3.93070  -0.47204  -0.39835
H  -3.05766  -1.10770  0.92164
H  0.31295  1.56978  -1.91495
H  1.61515  1.60758  -0.85514
H  -0.86838  -0.14272  1.33495

Properties
Lowest unoccupied orbital energy (alpha / beta) ... -4.168 / -4.168 eV
Charge ... +1
Gap between HOMO and LUMO (alpha / beta) ... 0.28551 / 0.28549 hartree
Largest force on an atom ... 4.54 eV/A

Record 2
The following is a DFT calculation (the ωB97M-V functional and the def2-TZVPD basis) of a cluster of 2 separate species, C4H12N3 in total.

Geometry (Å):
C  2.61440  -0.01484  -1.08103
C  2.43206  -0.32266  0.15607
C  -1.26766  -0.74285  0.14007
C  -2.69522  -0.93841  -0.33937
N  -1.27951  1.62645  -0.24030
N  -0.71665  0.43522  0.21613
N  1.78592  0.32761  1.24496
H  2.42749  1.01562  -1.40553
H  3.05265  -0.69519  -1.73986
H  2.86711  -1.23976  0.58983
H  -0.52298  -1.55829  0.45901
H  -2.80376  -1.72310  -1.03481
H  -3.18723  -0.08012  -0.68853
H  -3.30211  -1.20891  0.51924
H  -1.14742  2.28897  0.49616
H  0.31242  0.38605  0.69326
H  2.13188  1.27205  1.36616
H  1.78624  -0.18571  2.07923
H  -2.33746  1.46120  -0.32927

Properties
Lowest unoccupied orbital energy ... -3.544 eV
Charge ... +1
Gap between HOMO and LUMO ... 0.36195 hartree
Largest force on an atom ... 4.50 eV/A

Record 3
The following is a DFT calculation (the ωB97M-V functional and the def2-TZVPD basis) of a cluster of 2 separate species, C4H12N3 in total.

Geometry (Å):
C  -1.76862  -0.12572  -1.88179
C  -0.28981  2.70556  -0.93170
C  1.19837  -2.56415  0.86554
C  -0.51059  1.32675  -0.38793
N  -0.80692  0.47879  -1.33458
N  -0.03205  0.90377  0.78446
N  0.71851  -1.50572  1.72605
H  -1.60647  -0.73526  -2.67456
H  -2.77130  -0.05739  -1.46164
H  0.40792  3.37087  -0.34801
H  0.05629  2.71697  -1.92753
H  -1.21352  3.29712  -0.85979
H  1.95741  -3.18331  1.29443
H  0.50011  -3.23720  0.45333
H  1.76529  -2.13369  0.01470
H  0.01919  -0.04065  1.00700
H  0.73763  1.53126  1.14778
H  0.27615  -1.98077  2.50561
H  1.36242  -0.76724  2.00865

Properties
Lowest unoccupied orbital energy (alpha / beta) ... -4.473 / -8.268 eV
⟨S²⟩ ... 2.021
Charge ... +1
Spin multiplicity ... 3
Gap between HOMO and LUMO (alpha / beta) ... 0.22093 / 0.19535 hartree
Largest force on an atom ... 5.87 eV/A

Record 4
The following is a DFT calculation (the ωB97M-V functional and the def2-TZVPD basis) of a cluster of 2 separate species, C4H12N3O in total.

Geometry (Å):
C  -0.54092  -0.79516  -1.60049
N  -2.37189  0.41677  -0.28497
C  -1.90763  1.44786  0.60508
O  -1.69973  2.62988  0.10090
C  0.60300  -0.26096  -0.79847
N  0.60864  -0.70986  0.59452
C  1.80300  -0.30201  1.30727
N  3.08915  -0.68452  0.80371
H  -0.55419  -0.38189  -2.60302
H  -0.54279  -1.88410  -1.61349
H  -2.45276  0.98308  -1.14406
H  -0.99779  1.15441  1.17449
H  -2.76807  1.47036  1.32743
H  0.61974  0.83055  -0.86988
H  1.60749  -0.49710  -1.20385
H  0.44165  -1.71023  0.55985
H  1.67195  -0.61598  2.34167
H  1.76236  0.78777  1.29343
H  -1.46810  -0.17518  -0.65071
H  3.09689  -1.70369  0.66058

Properties
Lowest unoccupied orbital energy (alpha / beta) ... -2.617 / -2.646 eV
⟨S²⟩ ... 0.754
Spin multiplicity ... 2
Gap between HOMO and LUMO (alpha / beta) ... 0.19598 / 0.19572 hartree
Largest force on an atom ... 2.00 eV/A

Record 5
The following is a DFT calculation (the ωB97M-V functional and the def2-TZVPD basis) of the molecule C4H12N4.

Geometry (Å):
C  -0.71958  0.38480  -0.31957
C  1.43605  0.77480  0.88777
C  2.46807  0.18317  -0.04068
N  -0.14080  -0.08428  0.84939
N  0.06992  -1.45316  0.93901
N  -0.29975  -0.14393  -1.57060
C  -2.47536  -0.10175  -0.05607
N  -3.50283  0.58678  0.12085
H  -0.76020  1.47144  -0.32672
H  0.08017  -1.96552  0.05810
H  -0.60300  -1.86227  1.57488
H  -0.21329  -1.14793  -1.65373
H  -0.52374  0.43714  -2.36432
H  -3.33777  1.59056  0.22436
H  1.24798  1.83273  0.71052
H  1.65990  0.61207  1.93914
H  -2.61059  -1.18722  -0.15519
H  2.47826  -0.90610  0.04550
H  3.47366  0.52773  0.21627
H  2.27288  0.45094  -1.07890

Properties
Lowest unoccupied orbital energy ... 0.894 eV
SMILES ... [H]/N=C\[C@H](N)N(N)CC
Gap between HOMO and LUMO ... 0.31717 hartree
Largest force on an atom ... 5.35 eV/A

Record 6
The following is a DFT calculation (the ωB97M-V functional and the def2-TZVPD basis) of the molecule C4H12N4.

Geometry (Å):
C  0.80227  1.29129  0.34409
C  0.49375  0.87009  1.76204
C  -1.15648  -1.48913  -1.40561
N  -0.81630  -0.27465  -0.68544
C  0.53166  -0.02555  -0.46715
N  -1.63469  0.83852  -0.92735
N  0.94730  -0.61712  1.77087
N  1.38678  -0.63968  -1.19178
H  -2.56066  0.65199  -0.55499
H  -1.70536  1.03292  -1.93133
H  2.34809  -0.48587  -0.90444
H  1.96059  -0.65060  1.68374
H  0.68061  -1.09850  2.61509
H  1.85840  1.55684  0.23814
H  0.14809  2.09395  0.00082
H  1.02045  1.49493  2.50763
H  -0.58833  0.84401  1.92122
H  -0.51211  -2.29581  -1.04656
H  -2.21478  -1.71165  -1.23723
H  -0.98928  -1.38597  -2.49175

Properties
Lowest unoccupied orbital energy ... 1.059 eV
SMILES ... [H]/N=C(\CCN)N(C)N
Gap between HOMO and LUMO ... 0.35052 hartree
Largest force on an atom ... 3.40 eV/A

Record 7
The following is a DFT calculation (the ωB97M-V functional and the def2-TZVPD basis) of a structure of composition C4H12N4.

Geometry (Å):
C  0.53281  2.11501  -1.51133
N  0.16694  0.74753  -1.22411
N  0.07937  -0.10944  -2.30921
H  -0.39355  0.47166  -0.32655
H  0.73959  0.00098  -3.08109
H  0.18742  -1.09387  -2.07877
H  1.57805  2.16913  -1.84738
H  0.42318  2.71285  -0.60857
H  -0.07733  2.53857  -2.31443
C  -1.18023  -1.65731  1.48330
C  -0.46229  -0.34442  1.41182
C  -0.46818  0.52214  2.42644
N  1.16891  -0.39314  0.44712
N  1.49836  -1.49604  0.08456
H  1.07494  -1.84096  -0.80200
H  -2.00483  -1.68595  0.76480
H  -0.52464  -2.50146  1.23597
H  -1.56878  -1.88530  2.48014
H  0.03919  1.47686  2.34489
H  -0.80892  0.25316  3.42439

Properties
Lowest unoccupied orbital energy (alpha / beta) ... 0.048 / 0.047 eV
Gap between HOMO and LUMO (alpha / beta) ... 0.27471 / 0.27468 hartree
Largest force on an atom ... 2.39 eV/A

Record 8
The following is a DFT calculation (the ωB97M-V functional and the def2-TZVPD basis) of a cluster of 2 separate species, C4H12N4 in total.

Geometry (Å):
C  -1.69900  -0.07027  0.29639
C  -0.33809  -0.40226  -0.21779
C  0.52164  -0.89615  0.90660
C  -0.28144  -1.40079  -1.33766
N  -2.05381  1.08616  -0.42492
N  -1.00773  1.66394  -1.01557
N  -0.01297  0.94140  -0.80479
N  2.85789  1.35530  0.80642
H  -2.60327  -0.67491  0.15094
H  -1.65633  0.18549  1.33944
H  1.48453  -1.24278  0.56873
H  -0.02622  -1.86165  1.18562
H  0.59400  -0.12801  1.78689
H  0.24839  -1.00852  -2.31687
H  -1.32839  -1.66378  -1.55216
H  0.12440  -2.39235  -1.07500
H  -2.93982  1.47266  -0.31227
H  2.87224  1.96492  1.59146
H  3.34295  1.77397  -0.05105
H  1.90104  1.29766  0.47561

Properties
Lowest unoccupied orbital energy ... 0.808 eV
SMILES ... CC1(C)CNN=N1.N
Gap between HOMO and LUMO ... 0.35734 hartree
Largest force on an atom ... 2.73 eV/A

Record 9
The following is a DFT calculation (the ωB97M-V functional and the def2-TZVPD basis) of the molecule C4H12N4O.

Geometry (Å):
C  -0.87499  1.02765  -0.24141
C  -1.99622  0.04514  0.05585
C  -0.64887  1.21496  -1.74711
N  0.47134  0.64795  0.31634
O  1.12799  1.56965  0.77634
H  -1.08700  1.99345  0.22453
H  -1.74580  -0.94405  -0.31789
H  -2.19322  -0.01454  1.12608
H  -0.39069  0.25897  -2.19778
H  0.14804  1.93487  -1.93256
H  -1.56504  1.60520  -2.19067
H  -2.89765  0.39640  -0.44871
C  1.11219  -0.95919  0.31749
N  2.49503  -0.91043  0.54597
N  0.39614  -0.90786  1.78429
N  0.54925  -1.72522  -0.55864
H  3.01182  -0.82437  -0.31874
H  2.77968  -0.20795  1.21458
H  -0.49870  -1.37525  1.81134
H  0.66362  -0.30734  2.55649
H  1.14308  -2.51806  -0.77577

Properties
Lowest unoccupied orbital energy (alpha / beta) ... -0.442 / -0.444 eV
Gap between HOMO and LUMO (alpha / beta) ... 0.27834 / 0.27825 hartree
Largest force on an atom ... 2.51 eV/A

Record 10
The following is a DFT calculation (the ωB97M-V functional and the def2-TZVPD basis) of a structure of composition C4H12N4O.

Geometry (Å):
C  -1.28518  -0.61907  -0.00780
C  0.24865  -0.52094  -0.09360
C  -1.70718  -2.06863  0.21712
N  0.72356  0.82321  -0.43667
C  2.48960  1.10548  0.19450
N  0.64065  1.22194  -1.79696
N  2.10323  1.94653  1.05537
N  -1.86623  0.21636  1.03815
O  3.25599  0.48599  -0.45611
H  -1.71675  -0.28068  -0.95827
H  -0.26934  0.98663  -2.18888
H  1.35670  0.70657  -2.30723
H  0.57566  1.64642  0.35969
H  2.70688  2.53000  1.60958
H  -1.60029  1.18851  0.92756
H  -1.54630  -0.08838  1.95207
H  0.67234  -0.77056  0.88481
H  0.65389  -1.22098  -0.83058
H  -1.37197  -2.70518  -0.60118
H  -2.79064  -2.13217  0.29554
H  -1.27327  -2.45103  1.14286

Properties
Lowest unoccupied orbital energy ... 0.869 eV
Gap between HOMO and LUMO ... 0.37920 hartree
Largest force on an atom ... 3.41 eV/A

Record 11
The following is a DFT calculation (the ωB97M-V functional and the def2-TZVPD basis) of a cluster of 2 separate species, C4H12N4O in total.

Geometry (Å):
C  2.28680  0.99116  0.08413
C  0.28169  -1.35558  -1.92922
C  0.58362  -0.10797  -1.14266
N  1.48342  -0.16341  -0.19039
H  0.51967  0.80648  -1.74936
H  2.87709  1.27376  -0.79936
H  1.65722  1.84744  0.35098
H  2.95817  0.77539  0.91547
H  0.36260  -2.23888  -1.29889
H  -0.72157  -1.28787  -2.35292
H  0.98888  -1.46647  -2.75233
C  -1.06926  -0.03728  0.64597
N  -0.68445  -1.26854  1.19345
N  -2.43643  -0.00434  0.36143
O  -1.26480  1.72987  2.08741
N  -0.44848  1.06385  1.13511
H  -0.78977  2.55529  2.23932
H  0.33082  -1.33368  1.20347
H  -1.06537  -2.05724  0.68764
H  -3.00865  -0.64130  0.89760
H  -2.84123  0.91932  0.41316

Properties
Lowest unoccupied orbital energy (alpha / beta) ... 0.511 / 0.510 eV
SMILES ... NC(N)=NO.C/C=N/C
Gap between HOMO and LUMO (alpha / beta) ... 0.29841 / 0.29848 hartree
Largest force on an atom ... 4.82 eV/A

Record 12
The following is a DFT calculation (the ωB97M-V functional and the def2-TZVPD basis) of a cluster of 2 separate species, C4H12N4O in total.

Geometry (Å):
C  1.24966  0.75646  0.20155
C  1.76313  0.47340  1.58785
N  0.27984  1.73260  0.10288
C  0.58705  -1.15796  -0.45384
O  1.33909  -1.66135  -1.29336
H  2.00135  0.79564  -0.58148
H  -0.67471  1.41044  0.42302
H  0.13536  2.04342  -0.85180
H  0.44743  -1.59432  0.54373
H  0.93438  0.32782  2.27936
H  2.38528  -0.42176  1.59543
H  2.37619  1.31030  1.94143
N  -0.85683  -0.52918  -2.34023
N  -1.82085  -0.46926  1.13409
C  -1.75054  -0.13371  -0.22210
N  -0.77913  -0.69626  -0.95142
H  -0.58281  0.42186  -2.58296
H  -0.13335  -1.14310  -2.71726
H  -1.57077  -1.42770  1.36616
H  -2.67699  -0.17624  1.57840
H  -2.65279  0.13889  -0.75946

Properties
Lowest unoccupied orbital energy (alpha / beta) ... 0.231 / 0.234 eV
Gap between HOMO and LUMO (alpha / beta) ... 0.24698 / 0.24719 hartree
Largest force on an atom ... 2.24 eV/A

Ordered ΔE to the lowest compared entry with this formula, charge and spin results: 3.940; 3.441; 2.158; 6.929; 3.822; 1.952; 7.689; 2.652; 5.159; 2.614; 5.023; 4.438; unit eV.